# C27H72N4O11

A 7-piece molecular cluster, C27H72N4O11 overall in a non-equilibrium geometry (wB97M-V/def2-TZVPD, the Open Molecules 2025 dataset).

XYZ file:
```
114
Properties=species:S:1:pos:R:3:forces:R:3
O 0.0261 0.2063 -0.1378 -0.1 0.1 -0.3
O -1.0986 -1.6374 -2.5911 -0.1 -0.1 0.3
O 1.2903 4.5932 -0.4318 -0.2 1.1 -1.1
O -6.7753 -0.0687 4.4754 -0.5 -0.5 0.2
O 2.8436 -0.1447 3.0866 1.0 1.4 0.9
O 4.7548 0.9916 -2.2104 -0.2 -0.4 -0.2
O -4.8447 0.9116 -0.7733 0.2 -1.4 -0.2
O -4.0560 5.5282 -3.1538 0.4 0.2 0.0
O -1.6711 -0.0205 1.7910 -0.9 0.0 0.8
O 2.3121 -3.7161 0.7601 0.0 1.7 0.3
O 4.9932 -8.1928 2.7774 0.6 -1.2 0.2
N -1.3502 3.5666 -1.5202 0.0 -1.5 0.4
N -6.0283 1.6250 2.0530 -0.2 -1.1 0.0
N 5.4213 -5.5601 1.5590 -0.6 0.1 -1.0
N 2.9971 0.8573 0.0353 -0.5 -0.5 1.1
C -5.6984 0.2330 2.3197 2.0 -1.6 -0.6
C -2.2982 -0.5487 -4.4545 -0.9 -0.1 -0.6
C 2.1947 5.6481 -0.0709 0.7 -1.1 0.0
C -5.5330 -0.1810 3.7838 0.2 1.4 0.0
C -7.6766 -1.0926 4.0848 -0.6 -0.4 -0.2
C -5.4141 2.1331 -0.3472 0.9 -0.5 1.2
C -1.0068 -0.8708 -3.7865 0.2 0.5 0.1
C 5.4560 0.3128 -3.2889 -1.1 1.2 0.6
C -6.5379 1.8402 0.6777 0.2 1.2 0.1
C 3.5397 1.0192 2.5319 -0.9 -1.2 -0.7
C -0.7921 3.3982 -0.1632 -0.4 1.0 -1.1
C 4.0484 -5.3227 1.0285 0.3 1.5 2.6
C -0.3169 0.4248 -3.4040 0.9 -0.2 0.0
C 3.3242 1.0963 -2.3096 -0.1 0.5 0.6
C -2.9174 4.6552 -3.0511 -1.2 -0.6 -0.2
C 3.4461 -0.6904 4.2802 -0.3 -0.1 -1.0
C 2.0161 -2.3087 0.4552 0.1 -1.3 0.3
C 5.0811 -8.0563 1.3497 0.1 0.1 1.1
C 2.8113 1.7934 -1.0165 0.5 0.0 -1.9
C 3.6091 -3.8255 1.3257 0.6 -1.8 -2.1
C -3.4796 0.7848 -1.1838 -0.2 1.3 -0.2
C 2.6954 1.4628 1.3530 -0.2 0.3 -0.8
C -4.3985 5.9418 -4.4749 0.8 0.1 0.2
C 4.6239 -9.5023 3.2562 -0.5 0.8 -0.3
C 0.0071 4.6490 0.2016 0.6 -1.3 1.8
C 5.9277 -6.8171 1.0906 0.4 -0.4 -0.6
C -2.5425 4.4226 -1.5839 1.3 0.3 -0.5
H -6.2879 -0.5633 1.8653 -1.1 0.4 -0.4
H 0.9444 0.4742 -0.1729 0.8 -0.2 0.2
H -0.5510 5.5784 0.0886 0.2 0.1 -0.4
H 1.7738 2.1005 -1.1482 -0.1 -0.1 0.0
H -1.6280 3.1508 0.4912 -0.1 0.7 0.4
H -4.3986 5.1225 -5.1938 -0.3 -0.3 0.1
H 2.6836 -1.9341 -0.3209 0.1 -0.1 -0.2
H 4.0554 -8.0166 0.9831 0.0 0.3 -0.4
H -0.4830 -1.4654 -4.5350 0.7 0.1 0.2
H -2.1005 0.0320 -5.3555 0.1 0.2 0.1
H 2.4239 5.5133 0.9861 -0.2 0.7 0.3
H -1.9926 -1.9614 -2.4591 -0.1 -0.1 -0.1
H 6.9081 -6.9178 1.5562 0.0 -0.5 0.1
H 2.8063 0.1382 -2.3522 0.4 -0.5 0.1
H -2.0374 4.9528 -3.6213 0.2 0.9 0.1
H -0.1663 2.5191 -0.0098 0.2 0.0 -0.7
H -3.2263 1.5880 -1.8758 0.0 0.2 -0.3
H -4.6977 2.7172 0.2304 0.4 0.1 0.1
H 2.1630 -1.6795 1.3330 -0.2 0.0 0.1
H -3.2936 3.9724 -0.9349 -0.3 -0.1 -0.5
H -0.5800 3.7447 -2.1489 -0.3 0.6 -0.3
H 5.1062 0.7891 -4.2048 0.1 -0.3 -0.4
H 4.7670 -9.5715 4.3345 0.2 0.4 -0.1
H 6.5164 0.5389 -3.1776 -0.1 -0.2 0.2
H 4.3081 -3.2069 0.7628 0.1 0.3 -0.1
H -0.8868 1.0305 -2.6993 -0.5 0.1 -0.3
H 3.3734 2.7076 -0.8257 0.1 0.4 -0.2
H -4.7662 0.0462 1.7865 0.5 -0.1 0.3
H 3.3236 -5.9206 1.5811 -0.2 -0.4 -0.3
H 1.6441 1.2876 1.5810 -0.1 -0.4 0.3
H -7.1049 2.7711 0.6814 -0.2 0.1 0.2
H 3.9496 0.5540 -0.1088 0.3 -0.3 0.8
H 3.7177 -3.5353 2.3707 -0.4 -0.2 0.3
H 5.1585 -10.3356 2.8001 0.3 0.2 -0.3
H -3.1904 3.7360 -3.5695 -0.1 -0.6 0.3
H 0.2258 4.4927 1.2579 -0.1 0.6 0.6
H -7.2134 1.0704 0.3044 0.1 -0.4 0.1
H 3.5372 -0.0239 5.1378 -0.3 0.5 -0.2
H 3.5575 -9.6486 3.0844 -0.2 -0.2 -0.1
H 4.4521 -1.0406 4.0491 0.1 -0.3 0.0
H 0.6060 0.2202 -2.8613 0.3 -0.2 -0.2
H 2.6725 2.5391 1.1818 0.7 0.4 0.4
H -3.2848 -0.1472 -1.7144 -0.7 -0.1 0.3
H -5.3421 6.4875 -4.4738 -0.1 -0.4 0.3
H -2.7324 0.8601 -0.3938 -0.3 0.0 0.5
H -5.6945 2.7650 -1.1900 -0.5 -0.1 -0.2
H -1.0303 -0.0201 1.0799 0.5 0.0 -0.4
H -6.6225 1.8798 2.8289 -0.7 0.6 -0.5
H 4.0196 -5.5694 -0.0328 0.0 0.3 0.1
H -5.0743 -1.1429 4.0127 -0.3 -0.5 -0.8
H -0.1379 -0.2004 -0.9887 -0.3 -0.4 -0.4
H 5.5812 -8.8839 0.8466 0.1 -0.4 0.3
H -2.9822 0.0246 -3.8288 -0.1 -0.1 0.0
H 0.9867 -2.2565 0.1006 0.1 -0.1 0.1
H -8.5482 -1.2185 4.7270 0.3 0.7 0.7
H 2.9649 1.6229 -3.1938 0.5 0.4 -0.3
H -7.2420 -2.0921 4.0728 0.6 0.0 0.0
H -8.1404 -0.9511 3.1086 0.3 0.3 -0.4
H -2.3325 5.4062 -1.1636 -0.1 0.4 0.1
H 2.0206 6.6719 -0.4022 -1.2 0.1 0.4
H -2.7665 -1.4485 -4.8536 -0.3 -0.1 0.3
H 2.7770 -1.5080 4.5482 0.3 -0.1 0.1
H 5.2667 -0.7606 -3.2969 0.0 0.0 0.0
H -0.0408 0.9974 -4.2894 -0.1 0.2 0.0
H 3.6759 1.8668 3.2036 -0.2 -0.3 0.5
H -4.8110 0.4918 4.2464 -0.4 0.5 0.3
H -3.6710 6.6517 -4.8685 0.4 0.2 0.1
H 5.5074 -5.6504 2.5613 -0.8 0.5 0.3
H -1.1979 -0.3821 2.5403 0.0 -0.1 0.2
H 3.1599 5.5073 -0.5573 0.0 -0.8 -0.3
H 6.1291 -6.7993 0.0195 -0.1 0.3 -0.3
H 4.5097 0.6932 2.1566 0.3 0.0 0.2
```
Positions in Å, forces in eV/Å.

Values from the calculation:
Charge: 0
HOMO energy, Ha: -0.307
Structure (SMILES): COCCNCCOC.COCCNCCOC.COCCNCCOC.COCCNCCOC.CC(C)O.O.O
Orbital gap, eV: 9.0
Relative energy (zero: lowest compared OMol25 entry of this formula, charge and spin), kcal/mol: 44.7
Multiplicity: 1